{
  "formula": "C24H27B2Cl4O3S",
  "method": "ωB97M-V/def2-TZVPD",
  "symbols": ["Cl", "B", "Cl", "Cl", "O", "C", "C", "C", "C", "C", "C", "C", "H", "H", "H", "H", "H", "H", "C", "C", "C", "C", "C", "B", "C", "C", "C", "C", "Cl", "C", "C", "O", "C", "C", "C", "C", "C", "C", "O", "S", "H", "H", "H", "H", "H", "H", "H", "H", "H", "H", "H", "H", "H", "H", "H", "H", "H", "H", "H", "H", "H"],
  "positions_angstrom": [[1.065409, -2.911430, 4.050716], [1.305314, -1.034806, 3.932643], [0.294721, -0.173448, 5.238637], [3.144085, -0.635032, 4.144042], [0.976370, -0.635371, 2.623259], [-0.039837, 0.106404, 1.990928], [-1.428742, -0.369751, 2.384533], [-2.346569, 0.652850, 2.679727], [-3.439605, 0.407351, 3.499265], [-3.672145, -0.886575, 3.987878], [-2.832055, -1.911529, 3.580642], [-1.725400, -1.673074, 2.765857], [-0.036094, 1.191260, 2.282697], [-2.151797, 1.655949, 2.288382], [-4.095888, 1.232520, 3.773335], [-4.493917, -1.066123, 4.691434], [-3.015070, -2.932087, 3.909125], [-1.080034, -2.478989, 2.455336], [0.471842, -0.646055, -5.882441], [0.021196, -0.167690, -4.544026], [-0.150526, 1.159379, -4.134188], [-0.690885, 1.286502, -2.832889], [-0.885090, 0.050727, -2.216720], [0.731181, 0.244177, 0.630973], [-1.617910, -0.189897, -1.044716], [-2.483258, 0.813155, -0.559561], [-3.798789, 0.435184, -0.283664], [-4.080818, -0.940470, -0.202773], [-5.707264, -1.455801, -0.074523], [-3.078418, -1.924199, -0.322606], [-1.799364, -1.527040, -0.668919], [1.345793, -0.745992, -0.112020], [2.599306, -0.082426, -0.484186], [3.661329, -0.764488, 0.352126], [2.928557, -0.313992, -1.941680], [2.307958, 1.465270, -0.153872], [2.897099, 1.933276, 1.170781], [2.606308, 2.471900, -1.256200], [0.861951, 1.507761, 0.074320], [-0.400988, -1.259188, -3.270692], [0.479438, 0.176939, -6.617713], [1.489274, -1.078323, -5.854643], [-0.221126, -1.425558, -6.242353], [0.044305, 2.003284, -4.802253], [-1.082610, 2.201708, -2.398486], [-2.086025, 1.819169, -0.398140], [-4.603663, 1.172511, -0.125939], [-3.301342, -2.974039, -0.157626], [-0.907696, -2.145823, -0.640426], [4.637734, -0.289261, 0.221148], [3.404346, -0.801144, 1.417468], [3.736386, -1.799266, 0.010687], [3.927381, 0.113775, -2.116609], [2.975842, -1.387375, -2.158632], [2.208737, 0.137277, -2.633279], [3.975783, 2.104258, 1.103226], [2.391773, 2.871214, 1.440689], [2.697109, 1.212857, 1.979199], [3.692286, 2.478646, -1.431902], [2.083739, 2.249762, -2.198495], [2.290352, 3.471190, -0.916851]],
  "forces_ev_per_angstrom": [[0.203, -0.105, 0.294], [-0.261, 0.163, -0.183], [0.014, 0.073, 0.178], [0.131, -0.056, 0.292], [0.459, -0.073, -0.327], [-0.189, 0.259, 0.425], [-0.097, 0.788, 0.143], [-0.095, -0.412, 0.207], [-0.142, -0.133, -0.187], [-0.016, 0.438, -0.014], [-0.059, -0.385, -0.193], [-0.287, 0.462, -0.099], [0.172, -0.741, 0.419], [-0.004, -0.223, 0.388], [0.061, -0.195, -0.024], [0.338, -0.001, -0.357], [-0.008, 0.149, 0.025], [0.173, -0.048, 0.247], [0.184, -0.320, -0.331], [0.017, 1.545, 0.737], [0.096, -1.058, -0.711], [-0.256, -1.276, 0.167], [2.114, 1.688, -1.894], [-2.401, -0.608, -1.329], [-1.003, -0.414, 1.205], [-0.552, -0.556, 0.056], [0.308, -0.314, 0.678], [0.938, 0.078, -0.797], [-0.775, -0.181, 0.254], [-0.156, 0.470, 0.622], [-0.711, 0.496, 0.249], [0.741, 0.800, 0.492], [-0.424, 0.017, -0.162], [0.247, 0.063, 0.426], [-0.005, 0.048, -0.400], [-0.408, 0.330, -0.269], [0.149, -0.007, 0.205], [0.305, -0.081, -0.110], [1.176, -0.449, 0.373], [-0.119, 0.923, -0.045], [-0.049, -0.293, 0.376], [-0.408, 0.129, -0.009], [0.335, 0.241, -0.036], [-0.066, -0.331, 0.213], [0.376, -0.117, -0.102], [-0.509, -0.070, -0.765], [0.605, -0.474, 0.160], [-0.094, 0.215, 0.150], [-0.326, -0.415, -0.528], [-0.007, 0.004, 0.056], [0.058, 0.140, -0.251], [0.026, 0.046, 0.000], [-0.267, -0.107, -0.183], [-0.030, 0.156, 0.139], [0.099, -0.034, 0.158], [-0.067, -0.051, 0.071], [0.241, -0.174, -0.092], [0.158, 0.175, -0.208], [-0.253, 0.168, -0.115], [0.168, -0.021, 0.377], [0.151, -0.339, -0.062]],
  "lowdin_charge": [0.440, -1.905, 0.500, 0.447, -0.173, -0.148, -0.183, -0.065, -0.091, -0.099, -0.083, -0.068, 0.156, 0.118, 0.095, 0.097, 0.103, 0.089, -0.123, -0.594, -0.138, -0.100, -0.463, -0.660, -0.296, -0.021, -0.090, -0.686, 0.660, -0.087, -0.064, 0.142, -0.418, -0.008, -0.024, -0.424, -0.002, -0.015, 0.114, 1.111, 0.079, 0.077, 0.073, 0.107, 0.116, 0.130, 0.115, 0.111, 0.125, 0.095, 0.054, 0.097, 0.095, 0.094, 0.063, 0.097, 0.104, 0.068, 0.092, 0.074, 0.094],
  "charge": -1,
  "energy_ev": -93754.03273,
  "orbital_gap_ha": 0.2679,
  "e_lumo_ev": 2.03
}

=====

{
  "formula": "C18H24FN6",
  "method": "ωB97M-V/def2-TZVPD",
  "symbols": ["C", "C", "F", "N", "C", "N", "N", "H", "H", "H", "H", "H", "H", "H", "H", "H", "N", "C", "C", "C", "C", "C", "H", "H", "H", "H", "H", "N", "C", "C", "C", "C", "C", "H", "H", "H", "H", "H", "N", "C", "C", "C", "C", "C", "H", "H", "H", "H", "H"],
  "positions_angstrom": [[0.580866, -1.325890, -1.130693], [-0.664386, -1.474264, -1.940930], [-1.062563, -2.753900, -1.824208], [-0.435174, -1.263966, -3.389547], [0.430240, -0.176856, -3.615759], [1.520706, -0.395963, -4.299199], [0.130655, 1.009225, -3.120720], [0.967869, -0.320181, -1.105009], [1.326106, -1.993502, -1.547459], [0.413858, -1.616724, -0.111375], [-1.482873, -0.846718, -1.604626], [-1.313567, -1.050244, -3.862055], [2.346979, -0.208629, -3.716580], [1.558252, -1.373219, -4.573118], [-0.837542, 1.285417, -3.099824], [0.856214, 1.581169, -2.710607], [-0.741383, 1.734345, 0.122356], [-0.247776, 2.540703, 1.064633], [-1.001914, 3.488316, 1.736398], [-2.342580, 3.611358, 1.412798], [-2.875819, 2.787128, 0.435943], [-2.036533, 1.869798, -0.172328], [0.805532, 2.411895, 1.286366], [-0.550601, 4.112005, 2.494964], [-2.963743, 4.340327, 1.916454], [-3.917504, 2.852390, 0.154483], [-2.417849, 1.198892, -0.938249], [4.749789, -1.845323, -3.671214], [4.043551, -2.975678, -3.682606], [4.044135, -3.901192, -2.651668], [4.837555, -3.644256, -1.544641], [5.585508, -2.478172, -1.514530], [5.504259, -1.613909, -2.596469], [3.443696, -3.138844, -4.573882], [3.443140, -4.797774, -2.715814], [4.872256, -4.342291, -0.718432], [6.218139, -2.241493, -0.670630], [6.070275, -0.689283, -2.612810], [-2.836220, 2.492059, 5.248126], [-3.423001, 2.100897, 6.377334], [-4.038895, 0.868405, 6.536790], [-4.049421, -0.005516, 5.462718], [-3.445153, 0.385426, 4.278896], [-2.854830, 1.638412, 4.227404], [-3.394196, 2.816550, 7.191269], [-4.498004, 0.602760, 7.478685], [-4.521158, -0.976119, 5.546899], [-3.431201, -0.265714, 3.415100], [-2.365695, 1.988143, 3.327365]],
  "forces_ev_per_angstrom": [[0.585, 0.092, -0.306], [-0.021, 0.411, 0.165], [-0.553, -0.953, -0.115], [-0.490, 0.834, -1.270], [-1.739, 0.078, 0.606], [1.877, -1.245, 0.954], [0.430, -0.155, 0.053], [0.008, 0.356, 0.077], [0.282, -0.219, -0.060], [-0.299, -0.158, 0.422], [-0.142, 0.195, 0.232], [-0.196, -0.539, 0.083], [0.531, 0.694, -1.066], [0.155, -0.066, -0.012], [0.011, -0.005, 0.907], [-0.228, 0.643, -0.552], [-0.078, 0.037, -0.176], [0.129, -0.105, -0.049], [0.007, 0.045, -0.079], [-0.035, 0.194, -0.026], [-0.013, -0.023, -0.030], [0.139, -0.046, -0.002], [-0.006, 0.041, 0.054], [0.008, -0.021, 0.018], [-0.001, -0.018, 0.024], [-0.002, -0.021, -0.002], [-0.102, 0.025, 0.025], [-0.235, 0.096, 0.150], [-0.125, 0.050, -0.110], [0.006, 0.004, 0.009], [0.009, -0.015, 0.074], [-0.035, -0.031, -0.036], [0.058, 0.104, -0.048], [0.025, -0.125, 0.001], [0.015, -0.008, -0.033], [0.007, -0.003, -0.005], [0.018, 0.016, -0.014], [0.032, -0.023, 0.048], [-0.027, -0.037, -0.017], [0.036, 0.120, 0.039], [0.010, -0.005, -0.034], [-0.040, -0.072, 0.009], [-0.005, 0.019, 0.034], [0.041, 0.015, 0.017], [-0.029, -0.043, 0.036], [0.002, 0.020, 0.011], [-0.001, 0.003, 0.005], [0.012, 0.010, -0.009], [-0.033, -0.168, -0.003]],
  "lowdin_charge": [-0.012, -0.416, 0.055, 0.111, -0.433, 0.250, 0.250, 0.061, 0.087, 0.098, 0.132, 0.151, 0.147, 0.128, 0.137, 0.148, 0.041, -0.146, -0.067, -0.078, -0.059, -0.174, 0.107, 0.117, 0.121, 0.110, 0.083, 0.038, -0.183, -0.070, -0.067, -0.061, -0.153, 0.099, 0.107, 0.112, 0.108, 0.106, 0.056, -0.150, -0.067, -0.078, -0.071, -0.158, 0.106, 0.104, 0.107, 0.098, 0.067],
  "charge": 1,
  "energy_ev": -30706.24084,
  "orbital_gap_ha": 0.2681,
  "e_lumo_ev": -4.13
}

=====

{
  "formula": "C26H30AuN5SSe2",
  "method": "ωB97M-V/def2-TZVPD",
  "symbols": ["Au", "Se", "Se", "C", "C", "C", "C", "C", "N", "C", "C", "C", "C", "C", "N", "H", "H", "H", "H", "H", "H", "H", "H", "N", "S", "C", "C", "C", "C", "C", "C", "C", "C", "C", "C", "C", "C", "H", "H", "H", "H", "H", "H", "H", "H", "H", "H", "H", "N", "C", "C", "N", "C", "C", "H", "H", "H", "H", "H", "H", "H", "H", "H", "H", "H"],
  "positions_angstrom": [[1.001343, 1.715341, -0.314332], [1.709720, 2.816741, -2.615229], [1.137188, 4.741913, -1.358287], [-0.598420, 4.079466, -0.814844], [-1.673549, 4.934043, -0.941061], [-2.917345, 4.521208, -0.467612], [-3.047836, 3.258509, 0.082790], [-1.934441, 2.440922, 0.154883], [-0.728856, 2.847774, -0.264704], [3.305001, 2.068232, -1.789991], [4.576537, 2.200920, -2.283805], [5.580333, 1.456134, -1.657896], [5.255499, 0.620531, -0.603746], [3.939458, 0.546454, -0.167731], [2.982128, 1.268141, -0.756315], [-1.553058, 5.899569, -1.413531], [-3.772738, 5.178510, -0.556242], [-4.000033, 2.892994, 0.440068], [-1.991580, 1.440199, 0.559864], [4.790710, 2.845826, -3.125675], [6.602374, 1.528698, -2.007030], [6.011069, 0.023577, -0.112157], [3.641703, -0.094797, 0.649646], [0.943639, 1.583991, 2.784682], [0.355596, 2.570170, 3.922683], [-1.395008, 2.413159, 3.834583], [-1.982613, 1.181767, 3.550992], [-3.364608, 1.097732, 3.590624], [-4.124465, 2.218959, 3.915607], [-3.516160, 3.437093, 4.195246], [-2.134412, 3.547308, 4.154775], [0.916648, 2.166328, 5.537863], [0.225423, 1.255357, 6.335459], [0.729150, 0.994637, 7.596431], [1.883469, 1.637820, 8.037889], [2.548852, 2.552473, 7.230758], [2.063147, 2.836394, 5.965249], [1.805659, 1.169891, 3.157091], [-1.376385, 0.311313, 3.334700], [-3.850473, 0.150159, 3.399293], [-5.202199, 2.135807, 3.968858], [-4.114942, 4.297891, 4.460208], [-1.648468, 4.487105, 4.387011], [-0.680980, 0.774933, 5.992610], [0.218095, 0.293933, 8.242263], [2.259265, 1.431789, 9.031314], [3.431713, 3.059794, 7.594101], [2.550513, 3.573301, 5.338742], [-0.841710, -7.471064, -7.357759], [-1.745974, -6.280487, -7.554573], [-1.135470, -5.067420, -6.859781], [-0.831465, -5.280487, -5.453100], [0.002749, -6.457297, -5.265479], [-0.560210, -7.726402, -5.898637], [0.040370, -7.311561, -7.850690], [-1.260251, -8.300721, -7.782378], [-2.708774, -6.553453, -7.123435], [-1.865811, -6.127937, -8.625841], [-1.822699, -4.230182, -6.970552], [-0.210279, -4.785142, -7.372816], [-1.679815, -5.343208, -4.902279], [0.150080, -6.644852, -4.203089], [0.990792, -6.250065, -5.689333], [-1.510258, -8.016199, -5.450550], [0.133043, -8.563503, -5.835791]],
  "forces_ev_per_angstrom": [[0.053, 0.154, 0.099], [-0.014, 0.005, -0.012], [-0.008, -0.004, 0.014], [0.001, -0.005, -0.009], [-0.003, -0.001, -0.002], [0.002, 0.003, 0.000], [0.001, -0.003, -0.003], [-0.002, -0.001, 0.009], [0.004, 0.020, -0.006], [0.000, -0.001, -0.005], [0.000, 0.000, -0.003], [0.002, 0.001, -0.002], [0.001, -0.004, 0.000], [0.002, 0.002, 0.000], [0.009, -0.011, 0.012], [0.001, 0.000, 0.000], [-0.001, 0.000, 0.001], [0.000, 0.001, 0.000], [0.001, 0.001, 0.003], [0.001, 0.000, 0.001], [0.000, 0.000, 0.000], [0.000, -0.001, 0.001], [0.001, 0.001, 0.002], [-0.011, -0.004, 0.032], [-0.002, -0.006, -0.005], [-0.001, 0.006, 0.003], [-0.003, 0.000, 0.004], [0.002, 0.000, -0.001], [-0.001, 0.000, 0.000], [0.001, 0.001, 0.001], [0.001, -0.002, -0.002], [-0.003, 0.003, 0.002], [0.004, -0.008, -0.002], [0.000, -0.001, -0.002], [0.000, -0.001, 0.001], [0.001, 0.002, 0.000], [-0.005, 0.003, 0.005], [0.008, 0.013, -0.005], [0.000, 0.000, -0.001], [0.000, 0.000, 0.000], [0.000, 0.000, 0.000], [0.000, 0.000, 0.000], [0.000, 0.001, 0.000], [-0.001, 0.000, 0.000], [0.000, 0.000, 0.000], [0.000, 0.000, 0.000], [0.000, 0.000, 0.000], [0.001, -0.001, 0.000], [-0.006, -0.002, 0.001], [0.000, -0.006, -0.001], [-0.010, 0.016, -0.002], [-0.021, -0.186, -0.146], [-0.005, -0.011, 0.008], [-0.003, -0.002, -0.004], [0.002, 0.005, 0.004], [0.006, -0.001, -0.005], [0.000, 0.003, 0.003], [-0.002, 0.000, 0.000], [-0.002, -0.001, 0.001], [0.000, 0.000, -0.001], [0.004, 0.016, 0.010], [0.000, 0.000, 0.000], [0.000, 0.000, 0.000], [-0.001, 0.004, 0.002], [-0.002, -0.001, 0.001]],
  "lowdin_charge": [0.915, 0.880, 0.809, -0.644, -0.054, 0.022, 0.002, -0.095, -0.156, -0.602, -0.024, 0.029, 0.018, -0.065, -0.152, 0.127, 0.143, 0.132, 0.119, 0.137, 0.145, 0.139, 0.131, -0.168, 1.151, -0.430, -0.100, -0.041, -0.020, -0.027, -0.057, -0.409, -0.045, -0.019, -0.001, -0.025, -0.071, 0.044, 0.117, 0.127, 0.131, 0.131, 0.127, 0.117, 0.132, 0.134, 0.131, 0.119, 0.059, -0.092, -0.196, -0.059, -0.196, -0.093, 0.187, 0.189, 0.140, 0.141, 0.132, 0.129, 0.119, 0.131, 0.129, 0.140, 0.141],
  "charge": 4,
  "energy_ev": -180080.00658,
  "orbital_gap_ha": [0.2260, 0.1496],
  "multiplicity": 3,
  "e_lumo_ev": [-11.05, -13.13]
}